Record 1
108
Properties=species:S:1:pos:R:3 method="wB97M-V/def2-TZVPD" orbital_gap_ev=4.106 fmax_ev_per_a=13.837 charge=+1 e_tot_ha=-2828.7181 e_lumo_ev=-5.8
C -1.95143 -1.17077 1.76592
C -0.46443 -0.90177 1.93592
C 0.37257 -1.51677 0.73992
C 0.17257 -0.53377 -0.46808
C 0.61457 0.88823 -0.13108
C -0.10043 1.50123 1.07692
N -0.11843 0.50423 2.14792
O -0.28843 0.95123 3.34692
C -1.38243 2.15123 0.76692
C 0.82357 2.74123 1.61792
C 0.05757 -1.80777 3.14792
H -2.24443 -0.57777 0.78492
H -2.36543 -0.67477 2.50292
H -2.23843 -2.09277 1.51192
H -0.12943 -2.45277 0.48792
H 1.41657 -1.62577 1.07892
H -0.85743 -0.56977 -0.68308
H 0.46457 -0.89077 -1.38708
H 0.70257 1.48523 -0.97008
H 1.62657 0.80723 0.05192
H -1.89543 2.75123 1.62592
H -2.20443 1.45423 0.39492
H -1.33443 3.05923 0.11492
H 1.80457 2.49923 1.84192
H 0.27057 3.16023 2.43492
H 1.02457 3.51223 0.85192
H 0.04057 -2.94477 3.25492
H -0.39843 -1.51677 4.21992
H 0.96657 -1.70377 3.44092
N -2.90943 5.55523 -2.92208
C -1.96343 4.63323 -2.39108
C -2.62643 3.28823 -2.61708
C -3.86943 3.60423 -3.38508
C -3.98643 5.02023 -3.39608
H -2.99043 6.61923 -2.41808
H -1.13843 4.85323 -1.76508
H -2.21943 2.37123 -2.33308
H -4.65743 2.97223 -3.88308
H -4.63243 5.71523 -3.90308
N 4.61557 0.93023 -0.84108
C 4.86957 1.82623 0.15992
C 4.44157 1.30023 1.40492
C 3.84657 -0.12677 1.14192
C 3.99157 -0.22877 -0.29808
H 4.77657 0.84823 -1.67708
H 5.49757 2.62523 -0.03608
H 4.23957 1.63023 2.31892
H 3.47157 -0.86577 1.93392
H 3.71557 -1.00977 -1.12008
N 1.88657 4.64023 -2.08908
C 2.91657 4.24723 -1.24408
C 3.43757 5.36423 -0.44908
C 2.72657 6.62123 -0.95208
C 1.73557 6.04523 -2.07108
H 1.60557 4.12223 -2.88508
H 3.14857 3.08323 -1.14208
H 4.18557 5.45323 0.38092
H 2.96257 7.56623 -0.70908
H 0.97257 6.36023 -2.82608
C 1.11257 -6.06477 2.01792
N 1.65457 -4.87877 1.31592
O 1.29457 -4.76977 0.03892
O 2.50357 -4.14777 1.76192
H 0.98857 -6.02177 3.02692
H 1.84157 -6.71277 1.78292
H 0.03657 -6.25777 1.65492
C -2.90043 -3.83877 5.54792
N -2.61443 -4.45677 4.18392
O -3.46243 -4.39977 3.30192
O -1.50243 -4.88477 4.00692
H -3.89443 -4.11377 5.94892
H -3.08343 -2.70577 5.37192
H -2.11043 -3.88677 6.25092
C 0.02457 -0.43077 -5.84008
N -0.54643 -1.04377 -4.52308
O -0.60643 -0.37677 -3.52008
O -0.96243 -2.18577 -4.55908
H 1.01257 0.05423 -5.50008
H -0.81243 0.30623 -6.03208
H -0.05743 -1.08977 -6.72708
C -3.94543 -1.64777 -3.27908
N -3.31743 -1.64677 -1.93308
O -3.52643 -0.58277 -1.39808
O -2.63343 -2.56077 -1.60408
H -3.45843 -2.23577 -4.04808
H -3.63243 -0.74677 -3.85708
H -5.05243 -1.79977 -3.26608
C 0.86857 -4.18577 -2.90108
N 2.27557 -3.78377 -2.76308
O 2.55857 -2.70077 -2.46608
O 3.07057 -4.43477 -3.47408
H 0.72657 -5.18477 -2.62608
H 0.32957 -4.06877 -3.79308
H 0.40557 -3.55477 -2.25608
C 5.50657 -2.37577 3.32792
N 5.09557 -1.25077 4.07092
O 3.81057 -1.16377 4.19892
O 5.84257 -0.33377 4.29092
H 5.12457 -3.29977 3.94092
H 6.70257 -2.20977 3.24092
H 4.97957 -2.32777 2.41292
C -6.13843 1.85123 0.51092
N -5.15843 1.59323 1.57492
O -4.65043 2.36823 2.23492
O -4.95943 0.36423 1.84492
H -6.69043 2.89423 0.87892
H -6.91943 1.18823 0.46292
H -5.56543 2.19123 -0.32808

---

Record 2
122
Properties=species:S:1:pos:R:3 method="wB97M-V/def2-TZVPD" orbital_gap_ev="6.112 / 5.224" fmax_ev_per_a=0.732 charge=+2 e_tot_ha=-5594.6078 e_lumo_ev="-5.9 / -6.8" multiplicity=5 s_squared=6.016
Os 0.24766 -0.47738 1.20296
Br -2.45306 -6.65907 4.32000
C -1.81232 -5.27250 3.22908
C -2.34350 -5.10148 1.93658
C -1.89953 -4.09230 1.11785
C -0.92625 -3.19902 1.56600
O -0.49577 -2.25098 0.73264
C -0.37196 -3.38345 2.84206
C 0.70920 -2.60309 3.29906
N 1.19853 -1.51872 2.75395
C 2.35336 -0.91996 3.36103
C 2.66292 -1.00096 4.68764
C 3.86286 -0.43663 5.17970
C 4.73340 0.19343 4.33939
C 4.41622 0.32086 2.96337
C 5.25760 0.95472 2.01839
C 4.85875 1.05265 0.71628
C 3.59953 0.54123 0.35276
N 2.80168 -0.06825 1.19897
C 3.20563 -0.20867 2.48782
C -0.82678 -4.44462 3.66754
H -3.11148 -5.78010 1.58837
H -2.29706 -3.95624 0.11982
H 1.22000 -2.97764 4.18247
H 1.99555 -1.49342 5.38561
H 4.08911 -0.52378 6.23510
H 5.66768 0.59978 4.70898
H 6.21535 1.34703 2.33997
H 5.48294 1.52043 -0.03329
H 3.24018 0.64435 -0.66800
H -0.38479 -4.59074 4.64593
N 3.78502 -3.06011 -4.91492
C 3.93568 -3.18380 -6.27972
C 4.86609 -3.86379 -7.06670
C 4.70779 -3.75023 -8.42710
C 3.66321 -2.98875 -8.99470
C 2.75322 -2.32111 -8.21051
C 2.89709 -2.42123 -6.82333
N 2.13792 -1.85249 -5.81320
C 2.69293 -2.25707 -4.70648
C 2.19612 -1.87381 -3.38416
C 1.11577 -1.00021 -3.29065
C 0.63335 -0.63903 -2.05239
N 1.18659 -1.07580 -0.90567
C 2.21524 -1.92949 -0.99348
C 2.73855 -2.35221 -2.19295
H 4.35972 -3.49881 -4.21874
H 5.66913 -4.45129 -6.63887
H 5.40355 -4.25884 -9.08220
H 3.58173 -2.93461 -10.07289
H 1.94724 -1.73810 -8.63753
H 0.65551 -0.62506 -4.19398
H -0.22829 -0.00056 -1.97865
H 2.61789 -2.30192 -0.06082
H 3.55704 -3.06024 -2.18054
C -4.65398 -0.01383 -2.93820
C -3.42935 -0.89516 -2.73549
C -2.73654 -1.15930 -4.05921
C -3.79067 -2.20603 -2.05352
O -2.45718 -0.19738 -1.91151
Si -2.56661 0.63797 -0.53237
O -1.11647 0.39967 0.25293
O -3.87477 0.14454 0.28381
C -4.32303 0.21599 1.64547
C -3.89555 1.55213 2.23819
C -5.83534 0.09655 1.60746
C -3.73274 -0.95153 2.41575
O -2.75205 2.22025 -0.82704
C -1.92422 3.38197 -0.95412
C -0.61853 3.04085 -1.66536
C -1.66553 3.93217 0.44252
C -2.71972 4.38020 -1.77980
H -5.36911 -0.51334 -3.59303
H -4.36583 0.93472 -3.39865
H -5.14560 0.19699 -1.98506
H -3.41936 -1.65516 -4.75050
H -1.86644 -1.80326 -3.91480
H -2.41139 -0.21933 -4.51120
H -4.47336 -2.78076 -2.68165
H -4.27248 -2.01845 -1.09092
H -2.88350 -2.79666 -1.89471
H -4.34520 2.37490 1.67974
H -2.80507 1.65965 2.17753
H -4.20355 1.62649 3.28361
H -6.26536 0.93070 1.05081
H -6.24634 0.10252 2.61920
H -6.12726 -0.83385 1.11665
H -2.64359 -0.93107 2.34373
H -4.07818 -1.89257 1.98689
H -4.02325 -0.91869 3.46875
H -0.04584 2.29838 -1.09915
H -0.01167 3.94093 -1.78575
H -0.82274 2.62980 -2.65731
H -1.16032 3.17788 1.05296
H -2.61338 4.18651 0.92095
H -1.04732 4.83226 0.39449
H -2.90157 3.98232 -2.77961
H -2.17779 5.32350 -1.87214
H -3.68382 4.57282 -1.30638
C 1.81162 4.94095 1.69011
C 2.20618 3.82206 0.75386
N 1.43187 2.62839 1.08778
C 0.96445 2.32136 2.30581
N 0.34198 1.14164 2.47160
C -0.26795 0.84438 3.78516
C -0.71781 2.10821 4.47819
C 0.48155 3.01700 4.61106
N 1.08987 3.21873 3.29138
C 1.89748 4.43550 3.11461
H 0.78969 5.25921 1.47810
H 2.47097 5.79658 1.56025
H 3.27361 3.60995 0.84100
H 1.99778 4.07866 -0.28317
H 1.17150 2.00347 0.34561
H 0.46638 0.34069 4.42053
H -1.10449 0.16365 3.64377
H -1.12750 1.87162 5.45973
H -1.49177 2.60622 3.89366
H 1.21654 2.61595 5.31332
H 0.17678 3.99662 4.97336
H 2.93254 4.23480 3.40016
H 1.50657 5.18114 3.80231

---

Record 3
65
Properties=species:S:1:pos:R:3 method="wB97M-V/def2-TZVPD" orbital_gap_ev=4.140 fmax_ev_per_a=2.553 charge=0 e_tot_ha=-2574.0681 e_lumo_ev=-0.5
P 3.52962 -1.56669 -0.10991
P 0.33965 -3.76602 -0.85890
C 3.13334 -3.37498 -0.27369
C 2.10512 -3.75743 -1.35536
H 2.82924 -3.73770 0.72342
H 4.09783 -3.85235 -0.51178
H 2.21805 -3.15502 -2.27701
H 2.29900 -4.79904 -1.66926
C 0.09324 -4.95626 0.46556
H -0.94108 -4.88101 0.83117
H 0.78774 -4.79426 1.30141
H 0.24165 -5.96584 0.05123
C -0.60998 -4.36608 -2.25841
H -0.68970 -5.45892 -2.18759
H -0.11411 -4.09382 -3.19904
H -1.61614 -3.92855 -2.24285
C 4.84110 -1.58232 1.15098
H 4.92251 -0.57304 1.57479
H 5.78622 -1.85556 0.66303
H 4.59083 -2.30763 1.93537
C 4.56505 -1.31851 -1.62041
H 4.08486 -1.69625 -2.53445
H 5.51457 -1.84347 -1.45608
H 4.76418 -0.24370 -1.73468
Sr -1.95749 1.14106 2.51609
C -0.77764 -1.43390 -1.61129
C -0.25245 -2.10865 -0.41979
C 0.56485 -1.29939 0.67803
C 0.83506 0.18884 0.43998
C 2.12437 0.52297 -0.30568
C 2.14043 0.50349 -1.67078
C 1.43688 -0.60636 -2.34835
C -0.11356 -0.46238 -2.43730
C -0.56031 3.13437 1.84254
H -1.80082 -1.71406 -1.87803
H -1.15827 -2.45149 0.12896
H 1.51267 -1.83158 0.92534
H -0.00607 -1.37969 1.62652
H -0.04571 0.64447 -0.03471
H 0.91315 0.65768 1.43834
H 2.89637 1.04815 0.27733
H 2.80887 1.11486 -2.27988
H 1.64263 -1.49392 -1.72366
H 1.85290 -0.81825 -3.34862
H -0.43621 0.56670 -2.20322
H -0.41488 -0.65610 -3.48510
H -1.18256 4.01668 1.66398
H 0.06476 2.95181 0.96195
H 0.05580 3.30314 2.73713
O -3.00239 3.09528 4.03399
S -4.30811 3.21466 3.33586
O -5.50174 3.06708 4.12179
N -4.17023 2.10132 2.09978
C -3.86476 2.65514 0.89504
S -2.97418 1.70314 -0.18541
C -4.15170 4.08284 0.86157
C -4.01762 5.00407 -0.18282
C -4.19683 6.36540 0.06560
C -4.49474 6.81163 1.36859
C -4.57486 5.89761 2.43105
C -4.38768 4.54963 2.16234
H -3.76052 4.62096 -1.17577
H -4.09898 7.08776 -0.74509
H -4.64302 7.87010 1.56273
H -4.76822 6.20940 3.45341

---

Record 4
21
Properties=species:S:1:pos:R:3 method="wB97M-V/def2-TZVPD" orbital_gap_ev=9.372 smiles="CCN(CC)C(C)=O" fmax_ev_per_a=4.513 charge=0 e_tot_ha=-366.3401 e_lumo_ev=1.0
C 1.24698 1.51795 -1.73996
C 1.38678 0.09317 -0.82160
N 0.10669 -0.24478 -0.11089
C 0.32966 -1.51603 0.65513
C -0.92406 -2.33821 0.68645
C -0.43317 0.79447 0.82859
C -1.67025 1.55490 0.65521
O 0.41457 1.02263 1.64755
H 0.89176 2.38044 -1.14690
H 2.22583 1.54873 -2.20250
H 0.44721 1.22068 -2.51778
H 2.18008 0.21400 -0.02442
H 1.71813 -0.66051 -1.53671
H 1.07621 -2.15672 0.11434
H 0.64020 -1.16925 1.72503
H -1.82958 -1.77536 1.06545
H -1.09563 -2.73870 -0.30367
H -0.83377 -3.12172 1.48479
H -2.38737 1.08858 -0.04035
H -1.37414 2.39971 0.00320
H -2.11612 1.88601 1.57902

---

Record 5
19
Properties=species:S:1:pos:R:3 method="wB97M-V/def2-TZVPD" orbital_gap_ev=8.398 fmax_ev_per_a=3.198 charge=0 e_tot_ha=-398.4143 e_lumo_ev=0.4
C -1.51687 -0.45754 -1.12865
C -0.67910 -1.62936 -0.92759
O -0.66804 0.96572 -1.26844
H -0.12959 0.81820 -2.05535
H -2.11389 -0.17601 -0.26781
H -2.08583 -0.43978 -2.05793
H -0.37030 -2.13011 -1.84301
H -1.05121 -2.32525 -0.18296
H 0.48473 -1.13716 -0.33852
C 1.02041 0.78987 0.65125
N 1.51857 2.02565 0.40991
C -0.30315 -0.20231 2.25388
N -0.06354 0.80810 1.53477
N 1.51099 -0.33960 0.22156
H 2.09475 2.15155 -0.40662
H 0.86968 2.77645 0.59252
H 2.31856 -0.24075 -0.38421
H 0.35207 -1.07355 2.31731
H -1.18823 -0.18412 2.87990

---

Record 6
51
Properties=species:S:1:pos:R:3 method="wB97M-V/def2-TZVPD" orbital_gap_ev=7.766 fmax_ev_per_a=0.951 charge=+1 e_tot_ha=-7554.1728 e_lumo_ev=-3.4
Pd 0.07185 0.19825 0.06656
C 4.05670 -0.09974 0.77481
As 2.45368 -0.03319 -0.30326
C 2.59817 -1.69311 -1.27979
C 2.79842 1.20606 -1.77326
C 2.85622 2.71948 -1.49836
C 3.68120 3.06872 -0.26399
C 1.43162 3.28247 -1.32271
As 0.29362 2.55237 0.08502
C -1.27905 3.65269 -0.16177
C 0.95730 3.22463 1.77708
C 3.43320 3.40213 -2.75575
As 5.33242 3.36354 -3.36615
C 6.16407 4.54693 -2.04052
C 6.06841 1.66813 -2.69022
H 4.86890 -0.23397 0.06117
H 3.99674 -0.96581 1.43084
H 4.21065 0.79349 1.36979
H 3.55177 -1.69992 -1.80759
H 1.76635 -1.77516 -1.97366
H 2.53875 -2.53030 -0.58905
H 1.97180 0.99083 -2.45768
H 3.71174 0.88226 -2.27086
H 3.25505 2.64267 0.64374
H 3.72614 4.15102 -0.12803
H 4.70231 2.70216 -0.34991
H 0.86155 3.13845 -2.24524
H 1.47404 4.35934 -1.13673
H -0.97416 4.69549 -0.08269
H -2.01962 3.44192 0.60808
H -1.71558 3.47749 -1.14325
H 1.36038 4.22841 1.65139
H 1.71678 2.56346 2.18439
H 0.12045 3.25901 2.47388
H 3.23852 4.47900 -2.69709
H 2.86655 3.04892 -3.62251
H 5.68892 5.52656 -2.08844
H 7.20884 4.66815 -2.32475
H 6.12247 4.17465 -1.01945
H 5.66771 0.82441 -3.25127
H 5.92089 1.50900 -1.62222
H 7.14034 1.71027 -2.88370
N -1.98746 0.04003 0.09223
C -2.28872 -1.34194 0.56045
C -1.20949 -2.29913 0.05839
O -1.46829 -3.41740 -0.29692
O 0.00734 -1.78994 0.08823
H -2.41988 0.73414 0.69029
H -2.34795 0.18005 -0.84684
H -3.26895 -1.67672 0.22996
H -2.25548 -1.33766 1.64937

---

Record 7
20
Properties=species:S:1:pos:R:3 method="wB97M-V/def2-TZVPD" orbital_gap_ev=9.273 smiles=CNCCS.O.O fmax_ev_per_a=3.980 charge=0 e_tot_ha=-725.4391 e_lumo_ev=0.4
C -2.41832 -0.26196 -0.07207
N -1.59057 0.14918 1.09553
C -0.25090 -0.28359 0.80235
C 0.30847 0.30727 -0.50194
S 1.93094 1.21290 -0.16388
H -1.98412 -0.05576 -1.14136
H -2.37491 -1.36770 -0.11341
H -3.46650 0.07490 0.19023
H -1.87938 -0.43437 1.91380
H -0.05271 -1.40915 0.85906
H 0.40216 -0.03932 1.70351
H -0.35678 1.11989 -0.83618
H 0.32590 -0.34674 -1.37585
H 1.78656 1.44272 1.09913
O 0.73660 -4.31656 -2.84725
H 1.45815 -3.75034 -2.46422
H 0.17644 -3.60812 -3.14913
O -0.46704 2.30813 2.04211
H -1.13126 2.17292 1.21780
H -0.65653 3.24756 2.12106

---

Record 8
8
Properties=species:S:1:pos:R:3 method="wB97M-V/def2-TZVPD" orbital_gap_ev="8.981 / 8.981" fmax_ev_per_a=2.536 charge=0 e_tot_ha=-841.7478 e_lumo_ev="-1.8 / -1.8"
C 1.59989 0.51193 -0.24765
N -1.69652 0.24607 -0.54833
O 2.40094 -0.00977 -0.90704
O -0.72452 -0.72832 1.64367
F 1.66437 1.67055 0.37205
F -0.12181 -1.75990 -0.55269
S -0.58484 -0.36932 0.26821
H -2.53751 0.43876 -0.02821

---

Record 9
12
Properties=species:S:1:pos:R:3 method="wB97M-V/def2-TZVPD" orbital_gap_ev=11.024 smiles=C#C[C@@H]1O[C@@H]1C fmax_ev_per_a=0.682 charge=0 e_tot_ha=-269.2483 e_lumo_ev=1.1
C 2.48803 0.49715 -0.31692
C 1.54002 -0.21918 -0.11224
C 0.43325 -1.08377 0.25134
O -0.56697 -1.36622 -0.72104
C -0.93485 -0.55134 0.38263
C -1.29448 0.86719 0.02784
H 3.32013 1.13574 -0.51293
H 0.71698 -1.95142 0.84924
H -1.57903 -1.05472 1.10737
H -0.60114 1.24321 -0.72977
H -1.27060 1.54169 0.89091
H -2.30793 0.88066 -0.38702

---

Record 10
21
Properties=species:S:1:pos:R:3 method="wB97M-V/def2-TZVPD" orbital_gap_ev="7.794 / 8.155" fmax_ev_per_a=4.456 charge=0 e_tot_ha=-615.5163 e_lumo_ev="-0.3 / -0.1"
C 2.35765 2.01801 0.78519
C 1.12371 1.94505 0.13069
C 3.03243 0.84376 1.03423
C 0.44027 0.71262 -0.00435
C 1.16768 -0.47764 0.31499
C 2.41287 -0.40110 0.83525
C -0.87978 0.68113 -0.64560
C -0.75418 -2.23774 0.38524
C -1.68718 -0.33937 -0.82008
C -3.07331 -0.16173 -1.45833
N -0.43816 -3.29077 0.85069
O -1.60361 -1.69655 -0.41864
F 3.09809 -1.50584 1.11770
H 2.75280 2.99152 0.96064
H 0.77817 2.93530 -0.04209
H 4.12486 0.79679 1.29668
H -1.38212 1.61019 -0.95484
H -3.24912 -1.11813 -1.86331
H -3.24091 0.68346 -2.04137
H -3.85627 -0.01417 -0.61439
H -1.12386 -3.97479 1.15170